[1]
The following is a quantum chemistry calculation of one molecule with the formula C6H5ClS, from the Open Molecules 2025 dataset.

The calculation puts the largest force on an atom at 4.97 eV/Å. Its LUMO energy is -1.0 eV. Its energy relative to the best compared isomer or geometry (same formula, charge and spin) is 300.9 kJ/mol. The value obtained for the energy is -29656.5254 eV. The calculation puts the HOMO energy at -8.43 eV. For the gap between HOMO and LUMO, the calculation gives 7.4473 eV. Its SMILES is S=C1C=C[C@@H]2[C@H](Cl)[C@H]12. As for the total charge: 0.

The geometry in XYZ format:
```
13
C6H5ClS, DFT ωB97M-V with the def2-TZVPD basis set
S 0.16246 0.00248 2.85842
C 0.43272 -0.21552 1.21410
C 1.62547 0.04698 0.55515
C 1.18713 0.13962 -0.83187
C -0.18462 -0.40371 -1.10692
C -1.41656 0.41638 -0.57141
Cl -1.35557 2.16265 -0.21725
C -0.76245 -0.54828 0.27484
H 2.61609 0.19363 1.40156
H 1.90385 0.81937 -1.57412
H -0.42413 -1.29997 -1.68112
H -2.47494 0.08029 -0.90782
H -1.30945 -1.39393 0.58644
```


[2]
The following is a quantum chemistry calculation of one molecule with the formula C6H5F2I, from the Open Molecules 2025 dataset.

The calculation puts the largest force on an atom at 3.49 eV/Å. Its LUMO energy (alpha / beta) is -1.4 / -1.3 eV. Its energy relative to the best compared isomer or geometry (same formula, charge and spin) is 525.5 kJ/mol. The value obtained for the energy is -19830.8511 eV. The calculation puts the HOMO energy (alpha / beta) at -7.91 / -8.12 eV. For the gap between HOMO and LUMO (alpha / beta), the calculation gives 6.5118 / 6.7973 eV. As for the total charge: 0.

The geometry in XYZ format:
```
14
C6H5F2I, DFT ωB97M-V with the def2-TZVPD basis set
C 0.95842 -1.34873 0.80226
C -0.37594 -1.24496 0.55510
C 1.75747 -0.36551 0.30037
C 0.59894 1.72306 -0.69191
C -1.11766 -0.32961 -0.42430
C -0.81814 1.24588 -0.32931
F 0.98712 2.77947 -0.01508
F -1.49069 1.78907 0.69209
I 3.69266 -0.67695 -0.27930
H 1.25150 -2.12422 1.59238
H -1.11417 -1.92901 0.95682
H -1.03985 -0.65740 -1.55083
H -2.14770 -0.36883 -0.22627
H -1.14196 1.50775 -1.38201
```


- Which value of energy does entry 1 give?
  -29656.5254 eV


- The lowest energy relative to the best compared isomer or geometry (same formula, charge and spin) belongs to which entry?
  C6H5ClS


- Number 2 is which compound?
  C6H5F2I